# 1
{"formula": "C5H10O", "method": "wB97M-V/def2-TZVPD", "symbols": ["C", "C", "C", "C", "C", "O", "H", "H", "H", "H", "H", "H", "H", "H", "H", "H"], "xyz": [[-1.10438, -0.86819, -0.60720], [-0.22357, 0.34878, -0.31683], [-1.03635, 1.42554, 0.40502], [1.02093, 0.01108, 0.50853], [1.95140, -1.02710, -0.06585], [1.86767, -1.50901, -1.17095], [-1.96794, -0.56740, -1.21186], [-1.49015, -1.30576, 0.32322], [-0.55651, -1.63747, -1.15587], [0.12376, 0.75007, -1.27808], [-0.42924, 2.30475, 0.65029], [-1.88146, 1.75611, -0.20862], [-1.44522, 1.02867, 1.34388], [1.63561, 0.91679, 0.64062], [0.75475, -0.29926, 1.53065], [2.78072, -1.32760, 0.61304]], "forces_ev_per_a": [[-0.015, -0.056, -0.007], [0.021, 0.029, -0.043], [-0.031, 0.056, 0.023], [-0.053, 0.007, -0.041], [-0.027, -0.097, -0.291], [0.067, 0.236, 0.461], [0.118, -0.052, 0.106], [0.079, 0.068, -0.101], [-0.099, 0.106, 0.090], [-0.051, -0.046, 0.111], [-0.074, -0.116, -0.060], [0.126, -0.047, 0.083], [0.073, 0.063, -0.131], [-0.064, -0.134, 0.032], [0.011, -0.027, -0.137], [-0.080, 0.010, -0.094]], "relative_energy_ev": 0.307, "homo_ev": -9.794, "multiplicity": 1, "fmax_ev_per_a": 0.52}


# 2
{"formula": "C4H8NO", "method": "wB97M-V/def2-TZVPD", "symbols": ["C", "C", "C", "C", "N", "O", "H", "H", "H", "H", "H", "H", "H", "H"], "xyz": [[-1.45260, 0.19845, -0.85368], [-1.75591, -0.84752, -0.16907], [-2.11445, -2.03810, 0.43841], [1.78400, 1.45619, 0.61511], [1.19642, 1.04645, -0.61073], [1.68921, -0.22688, -1.10022], [-0.12598, 0.61060, -0.73327], [-2.01009, 0.97087, -1.48974], [-2.18681, -3.01038, -0.12259], [-2.41364, -2.12175, 1.46300], [1.49537, -0.97372, -0.38522], [1.53916, 2.44538, 0.97762], [1.44031, 0.92505, 1.49137], [2.91504, 1.56536, 0.47900]], "forces_ev_per_a": [[0.711, 0.647, -0.209], [-1.722, -1.485, -0.017], [0.665, 0.897, -1.788], [1.636, -0.005, -0.410], [-2.026, 0.097, -1.342], [0.581, -1.851, 2.445], [0.285, 0.753, 0.534], [0.382, -1.600, 1.275], [0.325, 1.231, 0.336], [0.005, 0.310, 0.485], [0.272, 2.175, -1.840], [-0.694, 0.865, -0.903], [0.522, -1.280, 0.743], [-0.941, -0.752, 0.690]], "relative_energy_ev": 3.456, "homo_ev": -2.171, "total_charge": -1, "multiplicity": 1, "fmax_ev_per_a": 3.12}


# 3
{"formula": "C2H2N2O", "method": "wB97M-V/def2-TZVPD", "symbols": ["C", "C", "N", "N", "O", "H", "H"], "xyz": [[-0.89494, -0.41772, -0.07413], [-0.08001, 0.70797, 0.28189], [0.17352, -1.07728, -0.51656], [0.96608, 0.07839, -0.54321], [-0.01869, 1.66393, 0.94435], [-1.96403, -0.76882, 0.13011], [1.81807, -0.18646, -0.22246]], "forces_ev_per_a": [[-1.518, -3.531, 0.176], [1.646, 0.702, -1.126], [-3.382, 0.625, -0.083], [-1.843, 0.494, -1.253], [-0.348, 1.314, 1.198], [1.937, 0.478, -0.477], [3.507, -0.082, 1.565]], "relative_energy_ev": 2.821, "homo_ev": -9.940, "multiplicity": 1, "fmax_ev_per_a": 3.85}


# 4
{"formula": "C5H14N2", "method": "wB97M-V/def2-TZVPD", "symbols": ["C", "N", "C", "C", "C", "C", "N", "H", "H", "H", "H", "H", "H", "H", "H", "H", "H", "H", "H", "H", "H"], "xyz": [[-0.21004, 0.70075, 1.07504], [-1.62415, 1.05091, 1.11400], [-1.96035, 2.45056, 0.85134], [0.01414, -0.70388, 0.50483], [0.22977, -0.72935, -1.01017], [1.62479, -1.16602, -1.44050], [2.11538, -2.41700, -0.86871], [0.17462, 0.75408, 2.09860], [0.35208, 1.42405, 0.47469], [-2.18115, 0.44817, 0.52549], [-2.36837, 2.91365, 1.74666], [-2.68511, 2.53993, 0.03468], [-1.10632, 3.04834, 0.51153], [-0.82978, -1.33193, 0.79725], [0.88747, -1.11804, 1.01156], [0.08607, 0.27064, -1.44892], [-0.55412, -1.27287, -1.55874], [1.62642, -1.29600, -2.52830], [2.30658, -0.32296, -1.27756], [2.74310, -2.25283, -0.09377], [1.35896, -2.99020, -0.51903]], "forces_ev_per_a": [[-0.246, -0.207, 0.221], [-0.204, 0.230, -0.455], [-0.032, -0.076, -0.189], [0.039, 0.376, 0.206], [-0.552, 0.477, -0.648], [-0.118, -0.075, -0.704], [0.306, 0.156, 0.253], [0.135, 0.008, -0.049], [0.118, 0.047, -0.026], [0.229, -0.017, -0.062], [-0.068, 0.227, 0.017], [-0.130, -0.076, 0.247], [0.133, -0.188, 0.196], [0.012, -0.040, 0.058], [0.020, -0.134, -0.107], [0.082, 0.058, 0.357], [0.293, -0.474, 0.396], [-0.131, 0.132, -0.007], [0.194, -0.389, 0.351], [-0.037, -0.030, 0.022], [-0.042, -0.004, -0.076]], "relative_energy_ev": 1.121, "homo_ev": -8.613, "multiplicity": 1, "fmax_ev_per_a": 0.98}


# 5
{"formula": "C5H14N2O", "method": "wB97M-V/def2-TZVPD", "symbols": ["C", "C", "C", "C", "C", "N", "N", "O", "H", "H", "H", "H", "H", "H", "H", "H", "H", "H", "H", "H", "H", "H"], "xyz": [[0.82988, 1.27423, -0.38610], [-0.30965, -0.77972, 0.58280], [-0.36132, 0.23105, -0.54171], [-1.09254, -0.45396, 1.83092], [-0.26403, -0.45123, -1.90487], [2.13979, 0.68021, -0.40335], [0.72431, 2.11075, 0.79214], [0.61376, -1.62701, 0.62175], [-0.87439, -2.58777, 0.09861], [0.74359, 1.93697, -1.25631], [-1.68762, -2.45288, -0.07627], [-1.29359, 0.80015, -0.47721], [-0.22061, 2.42847, 0.96382], [2.18150, -0.16021, 0.16316], [2.43768, 0.46018, -1.34400], [1.09514, 1.63432, 1.60496], [-0.54517, -0.79494, 2.70825], [-1.32981, 0.59981, 1.96465], [-2.04871, -0.97314, 1.78749], [0.60835, -1.10191, -1.94039], [-1.14831, -1.06178, -2.08673], [-0.19825, 0.28839, -2.70162]], "forces_ev_per_a": [[-0.230, -0.190, 0.133], [3.528, 0.878, 1.168], [-0.099, -0.447, -0.528], [-0.218, -0.445, 0.086], [-0.155, -0.013, 0.117], [0.101, 0.137, -0.122], [0.087, 0.118, 0.079], [-1.576, 1.787, -0.001], [-3.350, -0.256, -0.875], [-0.033, -0.191, 0.005], [2.010, -1.001, 0.328], [-0.007, -0.002, 0.021], [0.024, -0.080, 0.075], [-0.041, -0.051, -0.133], [-0.011, -0.062, 0.108], [-0.077, 0.093, 0.046], [-0.035, -0.188, -0.072], [0.141, 0.062, -0.356], [-0.154, -0.183, 0.050], [0.006, 0.008, -0.015], [0.040, -0.029, -0.067], [0.049, 0.054, -0.045]], "relative_energy_ev": 2.961, "homo_ev": -9.118, "multiplicity": 1, "fmax_ev_per_a": 3.82}


# 6
{"formula": "C3H3LiO3", "method": "wB97M-V/def2-TZVPD", "symbols": ["O", "C", "O", "Li", "C", "C", "H", "H", "O", "H"], "xyz": [[2.03347, 2.02450, 0.51324], [2.16449, 0.87640, 0.63056], [1.85883, -0.24181, 0.46769], [0.65577, -1.61282, -0.33872], [-0.85453, -0.31004, -1.40379], [-1.94943, -0.50037, -0.66003], [-0.67691, -0.47853, -2.46568], [-2.72096, -1.21050, -0.98761], [-2.22095, 0.02134, 0.53148], [-1.41636, 0.18940, 1.04143]], "forces_ev_per_a": [[1.748, -0.942, 1.171], [-2.999, 2.135, -2.070], [1.159, -1.330, 0.847], [0.102, 0.246, -0.080], [-0.109, -0.575, 0.184], [0.317, -0.247, -0.627], [-0.089, 0.179, 0.258], [0.010, 0.361, -0.100], [0.016, -0.404, 0.598], [-0.155, 0.577, -0.180]], "relative_energy_ev": 0.000, "homo_ev": [-14.401, -14.448], "total_charge": 1, "multiplicity": 2, "fmax_ev_per_a": 4.22}


# 7
{"formula": "C4H8N2O", "method": "wB97M-V/def2-TZVPD", "symbols": ["C", "C", "C", "C", "H", "H", "H", "H", "H", "H", "H", "H", "N", "N", "O"], "xyz": [[-0.26733, -0.31981, -0.12321], [1.14263, 0.09694, -0.22459], [1.24574, 1.11702, 0.92200], [-0.93696, 0.57386, 0.96843], [0.56284, -2.05025, -1.73822], [-1.00862, -2.66743, -2.06191], [1.18556, 0.66624, -1.18652], [1.94619, -0.75758, -0.13526], [1.61591, 0.72275, 1.95522], [1.86254, 1.98500, 0.59460], [-1.22382, -0.00675, 1.86064], [-1.89971, 1.03663, 0.64921], [-0.41628, -1.81781, -1.89922], [-0.98366, -1.15313, -0.80748], [-0.04322, 1.63250, 1.21916]], "forces_ev_per_a": [[-2.543, -1.093, 0.011], [1.325, -0.410, -0.113], [1.412, 0.752, 1.800], [-1.470, -0.307, -0.747], [-0.144, -0.208, -0.166], [1.118, 1.139, 0.171], [0.616, -0.646, 0.481], [-1.563, 1.665, -0.430], [0.003, 0.166, -2.020], [-0.212, -0.643, 0.559], [0.583, 0.016, 0.050], [0.675, -0.467, -0.180], [-0.713, -0.715, 0.616], [0.868, 1.310, 0.691], [0.045, -0.559, -0.722]], "relative_energy_ev": 3.016, "homo_ev": -8.891, "multiplicity": 1, "fmax_ev_per_a": 2.77}


# 8
{"formula": "C5H11O", "method": "wB97M-V/def2-TZVPD", "symbols": ["C", "C", "C", "C", "C", "O", "H", "H", "H", "H", "H", "H", "H", "H", "H", "H", "H"], "xyz": [[-0.36320, 0.72177, -0.27850], [-0.55475, -0.39257, 0.71210], [-0.33421, 0.46495, -1.98937], [-0.63594, -1.75344, 0.10898], [1.38631, 0.99022, 1.37639], [0.82087, 0.22523, 0.36962], [-0.69013, 1.75809, 0.04836], [-0.84403, -0.06069, 1.69886], [0.61796, 0.04604, -2.08427], [-0.60202, 1.30106, -2.55850], [-1.15277, -0.29496, -2.35732], [0.19110, -2.42206, 0.36093], [-0.88083, -1.72435, -0.92194], [-1.50711, -2.19401, 0.60780], [2.28410, 1.57531, 1.09590], [0.61049, 1.65779, 1.67877], [1.59787, 0.38646, 2.14339]], "forces_ev_per_a": [[-2.248, 0.902, -3.011], [0.805, 0.737, -2.512], [-2.962, -2.018, 3.625], [-1.039, -0.628, 2.281], [0.483, 3.779, -0.638], [0.251, -1.287, -1.466], [0.776, -1.325, -0.406], [-0.009, -0.508, 0.198], [1.446, -0.394, -0.880], [0.384, 1.703, -0.359], [1.621, 1.118, 1.249], [0.049, 0.316, -0.150], [0.238, 0.003, -0.852], [0.009, -0.241, -0.113], [-0.609, -0.599, -0.463], [-0.239, 0.883, 0.602], [1.044, -2.442, 2.896]], "relative_energy_ev": 1.679, "homo_ev": -16.602, "total_charge": 1, "multiplicity": 1, "fmax_ev_per_a": 5.10}


no.,E_tot (eV)
1,-7394.459
2,-7809.972
3,-7131.023
4,-8391.498
5,-10438.067
6,-9498.418
7,-9303.377
8,-7400.573